1.
{"formula": "C20H32N2O2", "method": "wB97M-V/def2-TZVPD", "total_energy_ha": -1041.2798, "e_homo_ev": -8.528, "e_above_lowest_kj_mol": 123.8, "smiles": "CC(=O)c1cccc(CN2CCN(CCC(C)C)[C@H](CCO)C2)c1", "gap_ha": 0.3327, "e_lumo_ev": 0.52, "species": ["C", "C", "O", "C", "C", "C", "C", "C", "C", "N", "C", "C", "N", "C", "C", "C", "C", "C", "C", "C", "C", "O", "C", "C", "H", "H", "H", "H", "H", "H", "H", "H", "H", "H", "H", "H", "H", "H", "H", "H", "H", "H", "H", "H", "H", "H", "H", "H", "H", "H", "H", "H", "H", "H", "H", "H"], "coordinates": [[-2.223132, -4.169932, -1.858396], [-3.477779, -4.120838, -1.030706], [-4.130276, -5.115998, -0.801126], [-3.889385, -2.795931, -0.486551], [-4.990287, -2.765480, 0.371634], [-5.429439, -1.571962, 0.906723], [-4.778547, -0.390582, 0.589483], [-3.686365, -0.397734, -0.267849], [-2.984827, 0.882039, -0.638603], [-1.542460, 0.732934, -0.561492], [-0.838500, 1.876288, -1.105650], [0.664819, 1.616500, -1.097290], [1.113613, 1.286078, 0.241265], [2.559219, 1.214189, 0.356063], [3.163379, 2.616564, 0.472478], [4.602167, 2.618292, 0.998421], [5.059390, 4.054184, 1.249614], [5.558818, 1.930517, 0.026939], [0.393007, 0.147700, 0.789019], [0.623744, -1.178628, 0.038671], [0.178367, -2.399746, 0.840142], [0.375993, -3.601619, 0.127908], [-1.092930, 0.511293, 0.799055], [-3.245420, -1.602786, -0.798867], [-2.270902, -3.459190, -2.679143], [-2.096795, -5.174381, -2.254482], [-1.367157, -3.929210, -1.229020], [-5.483634, -3.697245, 0.604148], [-6.279260, -1.556309, 1.573030], [-5.123481, 0.544131, 1.008871], [-3.234599, 1.132964, -1.675952], [-3.347281, 1.706774, 0.001729], [-1.170834, 2.042710, -2.133700], [-1.046185, 2.789090, -0.518313], [1.178536, 2.525028, -1.416855], [0.903276, 0.818814, -1.820943], [2.794307, 0.660414, 1.268944], [3.011474, 0.680217, -0.495116], [2.532176, 3.188583, 1.154818], [3.142622, 3.114923, -0.498155], [4.623838, 2.076767, 1.951196], [6.070351, 4.069219, 1.650403], [5.050707, 4.621922, 0.321539], [4.401535, 4.548798, 1.960366], [5.305531, 0.880899, -0.095881], [5.519434, 2.412601, -0.947742], [6.580095, 1.990637, 0.396692], [0.727517, 0.027836, 1.827400], [1.690101, -1.279673, -0.185460], [0.071353, -1.154393, -0.900683], [-0.894249, -2.362736, 1.040110], [0.710220, -2.434816, 1.802322], [1.313861, -3.694651, -0.074200], [-1.676495, -0.297858, 1.239431], [-1.229536, 1.416489, 1.417253], [-2.389693, -1.583696, -1.453494]], "forces_ev_per_a": [[-0.08, -0.29, 0.02], [0.22, -0.19, -0.27], [0.02, 0.05, 0.03], [-0.39, 0.31, 0.32], [0.05, -0.07, -0.03], [-0.06, -0.07, 0.01], [0.14, 0.02, -0.13], [-0.17, 0.12, 0.11], [0.06, 0.03, -0.10], [-0.12, 0.12, 0.00], [0.23, 0.04, -0.18], [-0.17, 0.16, -0.03], [-0.03, 0.03, 0.00], [-0.03, 0.34, -0.03], [0.20, -0.35, 0.23], [-0.02, 0.23, -0.28], [-0.07, -0.29, 0.10], [-0.13, -0.03, 0.29], [-0.18, -0.24, 0.03], [-0.11, 0.00, 0.30], [0.10, 0.43, 0.05], [0.20, -0.39, -0.18], [0.22, -0.18, 0.20], [-0.12, -0.21, 0.05], [0.04, 0.11, -0.08], [-0.03, -0.01, 0.00], [0.10, 0.09, -0.03], [-0.02, -0.06, 0.01], [-0.06, -0.01, 0.06], [0.00, 0.10, 0.04], [0.01, 0.08, 0.09], [0.00, -0.04, -0.07], [-0.01, 0.03, 0.04], [-0.01, -0.02, -0.04], [-0.01, -0.04, -0.06], [0.01, 0.05, -0.01], [0.03, -0.07, -0.01], [0.01, -0.08, 0.09], [-0.05, 0.04, -0.02], [0.00, 0.12, -0.07], [-0.03, 0.00, 0.00], [0.12, 0.07, 0.03], [0.01, 0.10, -0.12], [-0.05, 0.11, 0.07], [0.03, -0.14, -0.09], [0.01, 0.06, -0.16], [0.13, -0.03, -0.02], [-0.05, 0.03, -0.05], [0.03, -0.03, -0.05], [0.08, -0.07, -0.05], [0.04, 0.04, 0.07], [-0.12, 0.04, -0.03], [-0.08, 0.01, 0.02], [0.00, 0.02, 0.03], [-0.03, -0.06, -0.01], [0.15, -0.04, -0.10]], "mulliken_charge": [-0.91, 0.80, -0.62, 0.22, -0.84, -0.74, -0.71, 0.13, -1.26, 0.44, -0.92, -0.59, 0.30, -0.96, -1.02, 0.84, -1.63, -1.47, -0.19, -0.11, -0.87, -0.53, -1.66, 0.69, 0.37, 0.37, 0.04, 0.50, 0.39, 0.41, 0.37, 0.38, 0.42, 0.34, 0.44, 0.25, 0.39, 0.34, 0.32, 0.33, 0.30, 0.44, 0.33, 0.40, 0.34, 0.30, 0.44, 0.65, 0.69, -0.04, 0.20, 0.39, 0.33, 0.59, 0.36, 0.24]}


2.
{"formula": "C20H32NO11S2", "method": "wB97M-V/def2-TZVPD", "total_energy_ha": -2459.7158, "charge": 1, "e_homo_ev": -12.069, "gap_ha": 0.2690, "e_lumo_ev": -4.75, "species": ["O", "C", "O", "C", "C", "N", "C", "C", "C", "C", "O", "O", "C", "C", "O", "C", "O", "C", "C", "O", "H", "H", "H", "H", "H", "H", "H", "H", "H", "H", "H", "H", "H", "H", "H", "H", "C", "C", "C", "S", "O", "O", "C", "H", "H", "H", "H", "H", "H", "H", "H", "C", "C", "C", "S", "O", "O", "C", "H", "H", "H", "H", "H", "H", "H", "H"], "coordinates": [[-0.674377, 5.649638, -0.532210], [-0.503421, 4.472286, -0.525999], [-0.049344, 3.810076, -1.680738], [-0.705484, 3.546112, 0.760940], [0.331035, 2.365798, 0.597041], [-0.112251, 1.120010, 0.199185], [0.767687, 0.070618, 0.014446], [2.209285, 0.245299, 0.248927], [2.712779, 1.564979, 0.683105], [4.230586, 1.853677, 0.931272], [4.818076, 1.352733, 1.839124], [4.844992, 2.700215, 0.007816], [1.732832, 2.690159, 0.888957], [2.228925, 4.092792, 1.384354], [1.995799, 4.319735, 2.785270], [2.485926, 3.237013, 3.569243], [2.586460, 3.590962, 4.955068], [3.149331, 2.455341, 5.636888], [2.065164, 1.380300, 6.077175], [2.360498, 0.050326, 5.610206], [-0.760715, 3.248934, -2.043379], [-1.756382, 3.146500, 0.689712], [-0.579135, 4.107810, 1.719100], [-1.123653, 1.025708, 0.047739], [0.347435, -0.901306, -0.334418], [2.926952, -0.588527, 0.072186], [4.291155, 2.646373, -0.801116], [3.309800, 4.288943, 1.133793], [1.633939, 4.897896, 0.858417], [3.532394, 3.005818, 3.213645], [1.809334, 2.322408, 3.543909], [3.700928, 2.764126, 6.572030], [3.900836, 1.921299, 4.986274], [1.066843, 1.737165, 5.706636], [2.060651, 1.317679, 7.207014], [2.977276, -0.396109, 6.211172], [-3.002954, -3.530069, 1.828542], [-3.783314, -3.201315, 0.552009], [-2.759247, -2.902983, -0.547380], [-1.288931, -3.833476, -0.126737], [-0.222967, -2.897288, 0.178258], [-1.115631, -4.907170, -1.071876], [-1.909986, -4.504640, 1.406404], [-3.645987, -3.958827, 2.597680], [-2.554675, -2.617138, 2.232679], [-4.391117, -4.063345, 0.264552], [-4.460253, -2.358538, 0.698288], [-3.115604, -3.216599, -1.525183], [-2.493869, -1.847064, -0.571667], [-1.101448, -4.584655, 2.131575], [-2.322836, -5.491715, 1.193403], [-1.222409, -3.035819, -6.161968], [-0.828156, -1.557804, -6.233636], [-1.971884, -0.747282, -5.616486], [-2.763166, -1.826472, -4.424503], [-4.102453, -2.105735, -4.874013], [-2.487549, -1.346431, -3.084650], [-1.745009, -3.257473, -4.747469], [-0.379559, -3.690913, -6.383941], [-2.012331, -3.242658, -6.889395], [0.088885, -1.397627, -5.659083], [-0.630957, -1.241673, -7.258715], [-1.606183, 0.144220, -5.108671], [-2.715042, -0.469871, -6.364178], [-2.338008, -4.164985, -4.644966], [-0.929511, -3.257440, -4.021660]], "forces_ev_per_a": [[0.21, -0.87, 0.31], [-0.25, 0.25, 0.18], [-0.75, -0.03, 0.84], [0.39, -1.10, -1.50], [1.10, 1.68, 1.36], [2.33, 0.75, 0.48], [1.97, 0.49, 0.23], [-1.54, 2.06, 0.26], [-2.72, 0.45, -0.50], [0.24, -0.32, -0.76], [-0.43, 0.51, -0.45], [-1.59, -1.48, 0.57], [0.23, -3.22, -1.04], [-0.71, 0.63, -0.17], [-0.25, -0.93, -0.14], [0.71, -0.49, 0.87], [0.22, -0.36, -0.97], [0.30, -1.08, 0.68], [0.65, 0.27, 0.89], [-0.23, 0.51, -0.26], [0.36, 0.22, 0.11], [0.92, 0.38, 0.20], [0.01, -0.43, -0.96], [0.66, -0.31, 0.00], [0.31, 0.77, 0.47], [-0.92, 0.70, 0.21], [0.50, 0.45, 0.36], [-0.98, -0.60, 0.21], [0.70, -0.87, 0.58], [-0.97, -0.10, 0.23], [0.66, 0.89, -0.51], [-0.68, 0.29, -1.21], [-0.66, 0.52, 0.49], [0.82, -0.69, 0.31], [-0.33, 0.42, -1.18], [-0.33, 0.42, -0.18], [-0.06, 0.12, -0.01], [-0.08, -0.10, 0.10], [-0.48, 0.15, 0.11], [-0.69, -0.54, 0.01], [0.24, 0.13, -0.21], [0.45, 0.35, -0.04], [-0.06, 0.02, 0.47], [0.07, 0.02, -0.02], [0.00, -0.07, 0.04], [0.04, 0.06, 0.01], [0.03, -0.06, -0.06], [0.23, 0.11, 0.01], [0.05, -0.10, -0.12], [0.08, -0.04, -0.16], [0.09, 0.05, -0.09], [-0.07, 0.05, -0.13], [0.16, -0.04, -0.04], [0.28, 0.31, -0.31], [0.26, -0.25, -0.37], [0.01, 0.17, 0.40], [-0.26, 0.18, 0.02], [0.26, -0.29, -0.11], [-0.07, 0.02, 0.03], [0.04, -0.04, 0.06], [-0.05, -0.02, -0.03], [-0.02, 0.01, 0.08], [-0.19, -0.04, 0.04], [-0.07, -0.07, 0.14], [-0.08, 0.12, 0.13], [-0.09, -0.01, 0.03]], "mulliken_charge": [-0.44, 0.49, -0.46, -0.90, 0.56, 0.19, -0.35, -1.05, 0.72, 0.18, -0.40, -0.47, 0.74, -1.22, -0.43, -0.01, -0.49, -0.13, -0.49, -0.53, 0.34, 0.43, 0.32, 0.34, 0.47, 0.49, 0.43, 0.40, 0.41, 0.16, 0.24, 0.41, 0.19, 0.28, 0.31, 0.32, -0.57, -0.77, -0.05, 1.12, -0.67, -0.69, -0.76, 0.37, 0.26, 0.31, 0.34, 0.13, 0.13, 0.41, 0.36, -0.70, -0.64, -0.59, 1.07, -0.67, -0.55, -0.62, 0.35, 0.32, 0.29, 0.33, 0.29, 0.35, 0.44, 0.34]}


3.
{"formula": "C20H32O9", "method": "wB97M-V/def2-TZVPD", "total_energy_ha": -1458.3447, "charge": -1, "e_homo_ev": [0.243, -7.640], "multiplicity": 2, "gap_ha": [0.0838, 0.3734], "e_lumo_ev": [2.52, 2.52], "species": ["C", "C", "C", "O", "C", "H", "H", "H", "H", "H", "H", "H", "H", "O", "C", "O", "C", "C", "C", "H", "H", "H", "H", "H", "H", "O", "C", "O", "C", "C", "C", "H", "H", "H", "H", "H", "H", "O", "C", "O", "C", "C", "C", "H", "H", "H", "H", "H", "H", "O", "C", "O", "C", "C", "C", "H", "H", "H", "H", "H", "H"], "coordinates": [[-25.268010, -7.705160, -2.617170], [-25.701560, -8.904170, -1.911680], [-24.495350, -8.877210, -0.859240], [-23.357040, -8.316920, -1.451930], [-23.728530, -7.556450, -2.604470], [-25.783340, -6.773940, -2.381880], [-25.492870, -7.808220, -3.678730], [-25.552590, -9.735210, -2.601080], [-26.647910, -8.846860, -1.373880], [-24.398060, -9.776780, -0.251470], [-24.842790, -8.137060, -0.138430], [-23.190070, -7.839780, -3.508840], [-23.529080, -6.485170, -2.578060], [-20.758110, -1.113120, -6.373650], [-21.519550, -1.975940, -6.846620], [-22.234130, -2.954280, -6.157370], [-22.959100, -3.790190, -6.956400], [-23.108790, -3.109100, -8.251240], [-21.870470, -2.166100, -8.359640], [-23.914940, -4.041170, -6.496540], [-22.404970, -4.728420, -6.984190], [-23.928100, -2.409050, -8.087670], [-23.276800, -3.865230, -9.018140], [-21.995640, -1.208560, -8.865150], [-21.048080, -2.722590, -8.809170], [-19.399380, -13.321330, -1.706580], [-19.836250, -12.227430, -1.871180], [-19.706530, -11.261330, -0.909770], [-20.415890, -10.061800, -1.296520], [-20.596740, -10.198010, -2.794940], [-20.709640, -11.662550, -3.038610], [-19.816250, -9.194410, -1.020520], [-21.363130, -9.951100, -0.768730], [-19.648210, -10.063180, -3.314750], [-21.458070, -9.740670, -3.281840], [-20.582640, -11.965050, -4.078060], [-21.733720, -11.974090, -2.832910], [-15.979160, -6.191720, -9.211100], [-16.833470, -5.507780, -8.815830], [-17.396270, -5.689160, -7.650010], [-18.210860, -4.561610, -7.339440], [-18.010360, -3.548110, -8.465520], [-17.354960, -4.293690, -9.543040], [-17.932330, -4.029910, -6.429590], [-19.181720, -5.053150, -7.276830], [-17.321320, -2.785590, -8.102340], [-18.889880, -2.975830, -8.760530], [-16.544080, -3.851560, -10.121910], [-18.033680, -4.706920, -10.289140], [-21.009280, -4.183110, -1.620720], [-20.385170, -4.983430, -2.348870], [-19.364310, -5.885400, -1.907040], [-19.006980, -6.855420, -2.810700], [-19.466390, -6.177790, -4.139480], [-20.642190, -5.274060, -3.795510], [-19.593530, -7.762650, -2.665820], [-17.973240, -7.199720, -2.841310], [-19.746570, -6.895370, -4.910640], [-18.642940, -5.528560, -4.437010], [-21.558290, -5.819080, -4.023110], [-20.724320, -4.351280, -4.369830]], "forces_ev_per_a": [[-0.21, 2.09, -3.71], [2.67, -0.95, 1.74], [-2.39, 0.77, 0.63], [1.17, -0.70, -0.44], [-1.43, 0.26, 0.70], [0.20, -0.04, 0.65], [-0.37, 0.07, -0.29], [-0.58, -0.41, 0.35], [0.02, -0.23, -0.37], [0.91, -0.33, -0.59], [-0.17, 0.18, 0.46], [-0.15, -0.87, -0.02], [0.40, 0.14, 0.91], [-2.50, -3.08, -0.82], [0.68, 1.13, -0.19], [2.63, 3.52, 2.06], [-0.23, -2.06, -0.10], [0.01, 1.55, -0.81], [-0.11, -1.23, 1.15], [-0.08, 0.22, 0.19], [0.06, -0.34, -0.45], [-0.56, -0.26, -0.66], [-0.03, 0.52, -0.42], [-0.13, -0.17, 0.10], [0.23, 0.15, -0.07], [0.30, -0.41, -0.10], [-0.80, 0.36, -0.55], [-0.34, -0.03, -0.51], [0.01, 0.39, -0.27], [0.34, -0.29, -1.02], [-0.71, -1.15, 1.42], [0.14, -0.17, 0.02], [-0.06, -0.40, 0.03], [0.01, 1.43, 0.00], [0.40, 0.79, 0.33], [0.85, -0.21, 0.31], [-0.19, -0.33, 0.37], [2.72, -2.65, -1.40], [-0.38, 1.79, -0.59], [0.00, 0.36, 1.51], [-1.09, 0.06, -0.07], [-0.34, 1.70, 0.56], [0.13, -1.36, -1.11], [0.05, -0.79, 0.38], [-0.54, 0.85, 0.22], [0.08, 0.06, 0.12], [-0.22, -0.35, 0.11], [-0.03, 0.25, 0.36], [-0.34, 0.07, -0.05], [2.92, -2.93, -1.99], [-1.81, 0.77, 2.09], [-1.06, 2.67, 2.66], [-1.80, -0.37, -2.88], [0.73, -0.22, -0.50], [0.68, -0.43, -0.13], [-0.21, -0.01, 0.24], [0.23, 0.80, 0.44], [0.38, 0.07, -0.19], [0.14, -0.25, -0.46], [-0.42, 0.03, 0.59], [0.23, -0.01, 0.06]], "lowdin_spin": [0.03, 0.01, 0.00, 0.00, 0.03, 0.01, 0.02, 0.00, 0.00, 0.00, 0.00, 0.04, 0.01, 0.00, 0.01, 0.02, 0.12, 0.06, 0.03, 0.03, 0.08, 0.00, 0.04, 0.00, 0.01, 0.00, 0.00, 0.00, 0.00, 0.03, 0.01, 0.00, 0.00, 0.01, 0.01, 0.01, 0.00, 0.00, 0.02, 0.03, 0.05, 0.02, 0.02, 0.00, 0.03, 0.00, 0.00, 0.00, 0.02, 0.01, 0.01, 0.00, 0.01, 0.03, 0.03, 0.00, 0.00, 0.05, 0.00, 0.02, 0.00]}